# 1
Molecular formula: C4H13N2O
Method: DFT, ωB97M-V with the def2-TZVPD basis set

```
20
Properties=species:S:1:pos:R:3:lowdin_charge:R:1
O -1.255 -0.632 2.579 0.065
N 0.828 0.807 -0.276 -0.084
N -1.094 -1.209 0.362 -0.101
C 0.934 0.813 -1.770 0.002
C -0.886 -1.410 1.714 -0.330
C -2.262 -0.467 -0.001 -0.089
C 2.129 0.886 0.404 -0.017
H -2.448 -0.504 -1.090 0.099
H 0.173 1.481 0.042 0.148
H -1.073 -2.118 -0.080 0.137
H 1.975 1.018 1.471 0.099
H -0.112 0.750 -2.178 0.115
H -2.083 0.592 0.281 0.092
H 0.307 -0.096 -0.079 0.112
H 2.724 -0.079 0.185 0.141
H 2.713 1.783 0.068 0.119
H -3.161 -0.853 0.536 0.117
H 1.466 -0.128 -2.012 0.115
H 1.466 1.720 -2.093 0.111
H -0.343 -2.356 1.936 0.150
```

Values from the calculation:
largest force on an atom	2.17	eV/Å
net charge	+1
Kohn-Sham gap	11.0	eV

***

# 2
Molecular formula: C4H12OS
Method: DFT, ωB97M-V with the def2-TZVPD basis set

```
18
Properties=species:S:1:pos:R:3:lowdin_charge:R:1
S -1.935 -0.490 -0.964 0.770
O 4.796 -0.774 -0.118 -0.054
C -0.981 1.807 1.075 -0.151
C -0.748 -0.921 -2.283 -0.418
C -1.065 0.375 1.588 -0.318
C -0.778 -0.634 0.483 -0.489
H -0.086 2.087 0.510 0.073
H 0.024 -0.165 -2.361 0.028
H -1.356 -0.959 -3.184 0.022
H -0.365 0.234 2.409 0.103
H -1.031 2.463 1.949 0.069
H -0.331 -1.903 -2.068 0.030
H 0.254 -0.573 0.145 0.070
H 4.279 -0.272 0.499 0.015
H -0.961 -1.676 0.730 0.055
H -1.765 2.146 0.396 0.054
H -2.075 0.251 1.977 0.103
H 4.125 -0.998 -0.783 0.038
```

Values from the calculation:
structure (SMILES)	CCCSC.O
largest force on an atom	1.13	eV/Å
net charge	0
Kohn-Sham gap	8.9	eV

***

# 3
Molecular formula: C15H26BrNO9
Method: DFT, ωB97M-V with the def2-TZVPD basis set

```
52
Properties=species:S:1:pos:R:3:lowdin_charge:R:1
Br 8.100 1.111 3.949 0.441
O 8.103 0.664 6.718 -0.081
O 1.174 -0.809 3.431 0.013
O -1.799 0.381 -3.955 0.112
O 4.319 0.335 6.035 -0.208
O -5.477 -0.397 -2.157 0.075
O -1.970 -0.492 -5.980 -0.004
O -4.130 -1.236 -0.615 0.001
O 0.381 -1.329 1.433 0.044
O 3.812 2.322 4.907 -0.302
N 5.398 2.248 6.894 -0.089
C -2.148 -0.367 -7.397 -0.236
C 7.622 1.422 5.862 -0.716
C -1.767 0.549 -5.149 -0.516
C -4.602 -1.185 -1.869 -0.530
C -0.603 0.563 2.462 0.001
C 4.500 1.629 5.909 -0.694
C -1.408 1.888 -5.728 0.011
C -0.813 -0.341 -8.113 -0.069
C -3.243 -2.258 -0.128 -0.223
C 1.379 0.124 4.517 -0.209
C 6.665 2.653 6.284 -0.385
C -1.798 -1.914 -0.424 -0.063
C -3.968 -2.047 -2.923 0.006
C 0.373 -0.578 2.390 -0.526
C 0.308 -0.045 5.576 -0.071
H 1.450 1.149 4.149 0.106
H -2.707 -1.252 -7.712 0.121
H -1.832 2.069 -6.714 0.068
H -0.322 1.982 -5.771 0.099
H -0.257 1.399 3.068 0.075
H -0.230 -1.231 -7.864 0.085
H 0.287 -1.077 5.937 0.073
H 6.528 3.421 5.430 0.080
H -0.214 0.522 -7.815 0.068
H -3.389 -2.297 0.954 0.122
H -1.612 -1.852 -1.499 0.072
H -1.811 2.664 -5.075 0.096
H -3.177 -1.484 -3.420 0.065
H 2.358 -0.114 4.948 0.098
H -3.566 -2.985 -2.540 0.069
H -1.543 -0.942 -0.003 0.067
H -4.732 -2.320 -3.653 0.087
H -3.530 -3.240 -0.513 0.107
H 7.247 3.224 7.101 0.088
H -0.749 0.957 1.453 0.082
H 0.498 0.621 6.420 0.084
H -1.556 0.199 2.848 0.087
H -2.773 0.495 -7.641 0.113
H -1.130 -2.665 -0.001 0.079
H -0.957 -0.306 -9.195 0.079
H -0.689 0.172 5.180 0.050
```

Values from the calculation:
largest force on an atom	5.31	eV/Å
net charge	-2
Kohn-Sham gap	1.6	eV

***

# 4
Molecular formula: C14H56N28O14
Method: DFT, ωB97M-V with the def2-TZVPD basis set

```
112
Properties=species:S:1:pos:R:3:lowdin_charge:R:1
O -1.562 -5.646 3.488 0.080
O 2.261 -1.254 -2.219 0.002
O -1.870 -2.301 2.410 -0.044
O -4.595 2.389 -2.716 0.019
O 0.178 5.779 3.075 0.041
O -0.938 3.943 -1.511 0.028
O -0.810 -6.344 -2.054 0.008
O -1.657 0.207 -3.141 -0.013
O -4.199 1.638 2.136 0.064
O 0.094 0.160 5.047 0.027
O 4.820 -4.987 -1.578 0.028
O -1.105 0.827 0.862 0.027
O 4.204 3.633 0.889 0.005
O 3.797 1.769 -3.514 0.035
N -0.752 0.520 -5.117 0.160
N 2.864 5.349 0.911 0.182
N -5.086 2.916 -0.678 0.152
N 0.989 -2.266 -3.789 0.201
N -3.443 1.472 -1.064 0.207
N -3.833 -1.810 1.361 0.203
N -2.695 0.509 3.259 0.177
N -0.518 2.131 -3.657 0.196
N 5.801 1.164 -2.733 0.168
N 3.464 -3.488 -0.629 0.153
N -2.438 4.968 -0.388 0.202
N -3.365 -3.796 1.686 0.208
N -3.967 2.125 4.272 0.159
N 0.495 -6.442 3.184 0.171
N 4.487 -3.012 -2.490 0.195
N -0.148 3.659 2.378 0.179
N -2.231 5.459 -2.418 0.207
N 1.991 -1.026 4.942 0.151
N -0.311 -1.099 0.425 0.183
N -0.078 -4.491 2.396 0.158
N 1.370 -5.709 -1.891 0.180
N 2.497 -0.987 -4.420 0.189
N 4.008 0.987 -1.468 0.171
N 0.894 -0.926 3.242 0.186
N -1.680 4.622 3.482 0.166
N -0.123 -4.750 -0.703 0.167
N 0.297 0.508 -0.830 0.235
N 2.055 3.409 0.355 0.156
C 1.963 -1.491 -3.351 -0.761
C -3.672 1.425 3.160 -0.760
C -0.490 4.785 2.994 -0.788
C 0.100 -5.652 -1.575 -0.783
C 4.256 -3.901 -1.599 -0.791
C 0.883 -0.568 4.442 -0.784
C -0.367 0.144 0.181 -0.812
C -1.811 4.757 -1.461 -0.860
C 4.503 1.328 -2.648 -0.787
C -4.303 2.282 -1.553 -0.812
C -0.465 -5.546 3.068 -0.796
C 3.120 4.131 0.621 -0.781
C -0.967 0.914 -3.909 -0.730
C -2.981 -2.630 1.906 -0.726
H 1.315 3.992 -0.009 0.093
H 1.403 -6.118 2.881 0.097
H 2.006 2.405 0.261 0.100
H 2.271 -0.668 5.844 0.124
H -3.147 5.678 -0.270 0.127
H 0.713 3.575 1.856 0.065
H -3.795 -3.751 0.773 0.138
H -0.986 -1.458 1.085 0.059
H -1.004 -4.367 -0.391 0.114
H 1.921 5.704 0.835 0.105
H 1.714 -1.348 2.830 0.115
H -1.114 -0.382 -5.389 0.117
H 3.268 -2.501 -0.546 0.089
H 0.771 -0.275 -1.258 0.079
H 3.345 -4.023 0.219 0.112
H -1.963 5.224 -3.363 0.133
H 6.184 1.024 -3.657 0.117
H -5.944 3.378 -0.943 0.109
H 2.577 -1.664 4.423 0.107
H -2.996 6.092 -2.232 0.125
H -2.979 0.935 -1.783 0.080
H 1.982 -5.219 -1.254 0.061
H 0.905 -4.326 2.231 0.093
H 1.726 -6.501 -2.406 0.128
H -0.043 1.361 -1.250 0.104
H 3.841 -2.237 -2.465 0.052
H 0.583 -1.542 0.270 0.110
H 4.494 0.700 -0.630 0.117
H -1.992 3.665 3.398 0.078
H -3.913 1.565 5.111 0.109
H 0.434 -7.275 3.751 0.121
H -4.792 2.865 0.287 0.061
H 0.426 -2.799 -3.141 0.121
H 6.329 1.188 -1.872 0.115
H -2.641 -4.473 1.880 0.097
H 3.460 5.867 1.540 0.132
H 0.675 -4.198 -0.421 0.075
H -2.211 4.319 0.352 0.118
H 0.124 -0.747 2.613 0.076
H -2.166 0.410 2.404 0.045
H 0.672 -1.879 -4.666 0.098
H 2.424 -1.321 -5.371 0.128
H -0.706 -3.701 2.356 0.049
H -3.697 -0.836 1.593 0.084
H -3.530 1.188 -0.099 0.079
H 4.694 -3.276 -3.443 0.132
H -4.592 2.916 4.208 0.112
H 3.171 -0.235 -4.422 0.096
H -2.173 5.337 3.997 0.123
H -0.711 2.852 2.605 0.086
H -4.744 -2.183 1.136 0.132
H -0.297 1.031 -5.861 0.116
H -2.288 0.221 4.137 0.098
H 3.021 0.825 -1.605 0.074
H -0.844 2.523 -2.785 0.054
H -0.113 2.674 -4.407 0.119
```

Values from the calculation:
largest force on an atom	8.75	eV/Å
net charge	0
Kohn-Sham gap	8.2	eV

***

# 5
Molecular formula: C45H71BrGeN3O4SeW
Method: DFT, ωB97M-V with the def2-TZVPD basis set

```
127
Properties=species:S:1:pos:R:3:lowdin_spin:R:1
W 0.098 -0.174 -0.809 1.536
Br 3.433 0.622 -1.539 0.024
Se 1.538 -2.457 -0.760 0.000
Ge 4.689 -2.133 0.173 0.000
O -1.671 -1.931 -3.981 0.044
O 0.751 1.478 -0.003 0.082
O -1.055 -1.225 -1.951 0.046
O -0.167 -1.004 0.962 0.056
N 1.006 -0.034 -2.730 0.026
N -1.494 1.616 -3.036 0.025
N -1.918 0.760 -0.023 -0.003
C 1.076 -4.821 2.241 0.000
C -1.368 6.206 2.443 0.000
C -0.798 4.925 1.830 -0.003
C -0.687 2.371 -3.987 0.002
C -2.371 -1.756 0.561 0.006
C -4.936 -4.991 -0.496 0.000
C 4.290 -0.509 1.156 0.001
C -1.855 2.500 -1.936 0.004
C -1.429 3.697 1.917 0.001
C -3.957 -5.253 0.653 0.001
C -0.893 2.568 1.309 0.001
C 0.325 -0.635 -3.716 0.030
C 0.973 3.862 0.481 -0.003
C -1.785 -4.252 1.508 0.000
C 2.296 0.254 -2.980 0.031
C -0.925 -1.329 -3.273 0.023
C -0.344 -3.852 4.051 0.000
C 4.761 -3.615 1.414 0.000
C 0.392 4.963 1.106 0.001
C -2.632 5.932 3.257 0.000
C -2.613 1.860 -0.796 0.004
C -1.661 1.286 1.350 0.001
C 0.306 -3.568 2.685 0.000
C -2.698 1.114 -3.695 0.003
C 2.202 3.589 -1.695 0.000
C -3.184 -6.543 0.347 0.000
C -3.285 -2.791 0.419 0.000
C 2.810 5.476 -0.249 0.000
C -0.846 -3.244 1.703 0.005
C 2.034 -0.239 -5.296 0.027
C -2.868 -0.396 0.091 0.002
C -0.324 6.848 3.368 0.000
C -4.754 -5.441 1.953 0.000
C 2.824 0.211 -4.251 -0.004
C 3.365 3.235 0.594 0.001
C 6.354 -1.961 -0.789 0.000
C -1.718 7.187 1.311 0.000
C -2.988 -4.080 0.833 0.006
C 3.397 -2.620 -1.228 0.001
C 2.322 4.025 -0.222 0.000
C 0.287 2.641 0.586 0.011
C 0.845 -3.608 -2.123 0.004
C 1.306 -2.431 2.908 0.000
C 0.781 -0.717 -5.004 -0.003
C -1.114 -2.003 1.114 0.008
H 7.177 -1.790 -0.090 0.000
H 3.761 5.514 -0.788 0.000
H 4.108 -3.429 2.269 0.000
H 0.230 2.713 -3.499 0.000
H 2.109 6.134 -0.769 0.000
H -2.627 1.458 1.826 0.000
H -4.244 -2.574 -0.047 0.000
H 3.855 0.500 -4.402 -0.001
H 3.026 2.228 0.830 0.000
H -2.996 6.869 3.688 0.000
H 5.784 -3.727 1.780 0.000
H -1.565 -5.225 1.933 0.000
H 1.664 4.365 -2.250 0.000
H -2.499 3.308 -2.321 0.000
H 0.904 5.912 1.029 0.000
H 2.989 5.875 0.754 0.000
H 1.467 -4.711 1.227 0.000
H -3.400 1.931 -3.932 0.001
H -3.569 1.479 -1.149 0.000
H -3.436 5.522 2.639 0.000
H -2.358 3.588 2.467 0.000
H 1.898 -2.219 2.025 0.000
H -3.324 -0.531 -0.884 0.000
H -4.091 -5.692 2.787 0.000
H -1.139 0.523 1.902 0.000
H -2.132 8.112 1.724 0.000
H 0.581 7.137 2.827 0.000
H 6.565 -2.876 -1.350 0.000
H -1.224 3.251 -4.372 0.001
H 6.314 -1.122 -1.489 0.000
H 3.508 -3.693 -1.383 0.000
H -0.835 7.449 0.720 0.000
H -3.658 -0.081 0.776 -0.001
H 4.460 -4.556 0.947 0.000
H -5.295 -4.526 2.214 0.000
H -2.826 2.656 -0.089 0.000
H -2.530 -6.416 -0.522 0.000
H -0.234 -3.674 -2.007 0.000
H -0.950 2.969 -1.543 0.001
H -2.429 0.618 -4.627 0.000
H 0.428 -4.099 4.787 0.000
H 4.321 3.179 0.060 0.000
H -5.674 -4.225 -0.240 0.000
H -2.572 -6.870 1.190 0.000
H -0.418 1.740 -4.836 0.000
H -1.045 -4.689 4.005 0.000
H -0.735 7.751 3.828 0.000
H 0.816 -1.503 3.210 0.000
H -0.033 6.162 4.168 0.000
H 0.146 -1.188 -5.745 0.000
H -5.487 -5.907 -0.722 0.000
H 3.219 -0.375 1.333 0.001
H 1.923 -4.996 2.913 0.000
H -3.212 0.379 -3.072 0.000
H -4.417 -4.674 -1.406 0.000
H 1.659 2.655 -1.820 0.000
H 1.990 -2.731 3.710 0.000
H 1.120 -3.248 -3.112 0.000
H 3.539 3.748 1.545 0.000
H -0.891 -2.975 4.409 0.000
H 4.682 0.381 0.654 0.000
H 4.785 -0.595 2.128 0.000
H 3.192 3.480 -2.151 0.000
H 0.450 -5.718 2.268 0.000
H 2.423 -0.270 -6.308 0.002
H -3.886 -7.351 0.126 0.000
H -2.442 5.239 4.083 0.000
H -5.485 -6.250 1.841 0.000
H -2.462 6.753 0.636 0.000
H 1.302 -4.573 -1.923 -0.001
H 3.601 -2.114 -2.168 0.000
```

Values from the calculation:
2S+1	3
largest force on an atom	4.00	eV/Å
net charge	+1
Kohn-Sham gap (alpha / beta)	6.2 / 6.9	eV

***

# 6
Molecular formula: C16H31CaF3P2
Method: DFT, ωB97M-V with the def2-TZVPD basis set

```
53
Properties=species:S:1:pos:R:3:lowdin_charge:R:1
Ca 0.882 -0.263 4.486 1.259
P 0.104 1.600 -2.392 0.839
P 0.167 -1.487 -2.502 0.844
F 0.697 2.578 5.960 -0.087
F -1.420 2.212 5.525 -0.052
F -0.468 1.225 7.229 -0.048
C -1.880 -0.788 1.345 -0.173
C 1.740 -2.237 -3.093 -0.294
C -0.195 -0.597 -4.112 -0.442
C -0.707 1.469 1.808 -0.097
C -0.946 -2.901 -2.848 -0.312
C -0.784 -1.633 1.904 -0.115
C 0.337 0.823 -4.087 -0.441
C -0.260 1.554 5.895 -0.578
C 1.166 -0.630 0.622 -0.256
C -1.483 0.622 0.853 -0.207
C 1.195 3.037 -2.735 -0.317
C 0.527 -1.559 1.608 -0.146
C 1.633 0.763 1.116 -0.205
C 0.624 1.612 1.833 -0.148
C 0.170 -1.976 5.765 -0.410
C -1.504 2.394 -2.823 -0.298
H 1.409 0.852 -4.322 0.075
H 2.234 2.693 -2.797 0.034
H 0.364 -2.892 5.187 -0.076
H 2.053 -3.024 -2.400 0.036
H 2.525 -1.475 -3.147 0.037
H -1.985 -2.557 -2.808 0.035
H 2.520 0.633 1.766 0.103
H -1.129 -2.433 2.574 0.113
H -0.726 -3.305 -3.846 0.040
H 1.107 3.760 -1.916 0.034
H 1.576 -2.667 -4.091 0.037
H -1.764 3.131 -2.056 0.037
H 2.024 1.290 0.222 0.104
H -2.372 -1.293 0.492 0.123
H 2.068 -1.139 0.241 0.111
H 1.198 -2.355 1.976 0.109
H 0.526 -0.508 -0.272 -0.026
H -0.970 0.555 -0.117 0.031
H -2.658 -0.688 2.120 0.118
H -1.317 2.058 2.506 0.115
H -0.883 -2.036 6.076 -0.048
H -2.423 1.149 0.631 0.118
H -2.297 1.640 -2.873 0.037
H -0.794 -3.673 -2.086 0.034
H -1.283 -0.614 -4.259 0.076
H 1.063 2.457 2.384 0.113
H -1.414 2.894 -3.798 0.036
H 0.267 -1.177 -4.923 0.073
H 0.766 -2.051 6.688 -0.060
H -0.187 1.449 -4.823 0.073
H 0.907 3.509 -3.685 0.041
```

Values from the calculation:
largest force on an atom	1.39	eV/Å
net charge	0
Kohn-Sham gap	7.1	eV

***

# 7
Molecular formula: C6H18N8
Method: DFT, ωB97M-V with the def2-TZVPD basis set

```
32
Properties=species:S:1:pos:R:3:lowdin_charge:R:1
N -1.600 0.569 1.921 0.044
N 1.254 -2.577 -1.115 0.118
N -3.415 3.337 3.059 0.238
N 1.315 -1.609 -2.102 -0.036
N -3.133 4.554 3.285 0.193
N -0.050 0.065 0.186 0.042
N -0.354 -1.507 1.925 -0.021
N 0.207 -2.413 0.949 -0.002
C 1.465 0.771 -2.560 0.033
C 1.367 -1.951 -3.552 0.066
C 1.410 -0.384 -1.670 -0.147
C 1.180 -0.404 -0.196 -0.252
C 1.382 -1.920 0.139 -0.220
C -0.334 -0.098 1.596 -0.433
H -2.697 2.779 2.483 0.118
H 0.383 -3.254 1.502 0.130
H -0.117 -1.738 2.883 0.123
H 2.302 -2.040 0.775 0.172
H 1.185 1.685 -2.114 0.090
H 2.468 1.005 -3.029 0.146
H -2.185 0.515 1.149 0.038
H -0.665 -0.314 -0.476 0.128
H -1.994 0.190 2.840 0.123
H -4.000 5.029 3.666 0.209
H 0.491 0.501 2.225 0.178
H -2.205 4.874 2.984 0.180
H 2.167 -1.648 -4.209 0.112
H 0.929 0.513 -3.432 0.073
H 0.427 -1.462 -3.835 0.113
H 1.644 -3.409 -1.386 0.128
H 1.264 -3.046 -3.754 0.126
H 1.959 0.241 0.349 0.189
```

Values from the calculation:
largest force on an atom	4.86	eV/Å
net charge	+2
Kohn-Sham gap	4.5	eV